Molecular formula: C47H121O41P9
Method: DFT, the ωB97M-V functional and the def2-TZVPD basis

Results
Spin multiplicity: 2
Total charge: +1
Kohn-Sham gap (alpha / beta) in eV: 8.36 / 2.13
E_tot in eV: -218249.5697
HOMO level (alpha / beta) in hartree: -0.4059 / -0.4059
LUMO level (alpha / beta) in eV: -2.6843 / -8.9153

```
218
Properties=species:S:1:pos:R:3:forces:R:3:lowdin_charge:R:1
C -4.332351 2.436407 -0.024291 -0.9455 -0.5625 0.0351 -0.093
O -4.426481 3.208757 -1.237831 -1.3967 0.2864 -1.2786 -0.213
P -5.830811 3.297237 -2.105681 0.5782 2.7677 1.3135 0.454
O -6.451361 2.014747 -2.398031 -0.4908 -0.9584 0.0948 -0.245
O -6.731361 4.366957 -1.246331 -1.1960 -1.1631 -0.2914 -0.239
C -8.219021 4.190077 -1.234321 1.0158 -0.8423 0.8107 -0.060
O -5.552841 4.254767 -3.368211 0.6460 -1.7607 1.0001 -0.217
C -6.659731 4.552027 -4.237981 0.4253 0.7396 -1.0441 -0.087
H -4.830781 2.932307 0.808629 0.3832 0.4723 -0.0522 0.088
H -3.303891 2.158217 0.205919 0.0772 0.6955 -0.2772 0.065
H -4.853101 1.479907 -0.069341 -0.1237 -0.0590 -0.6812 0.047
H -8.608721 3.689077 -2.120451 0.2806 0.3196 -0.1576 0.069
H -8.755231 5.113047 -1.013671 0.6475 0.2323 -0.3553 0.091
H -8.425961 3.522397 -0.397971 -0.0659 -0.0441 0.0497 0.073
H -7.599321 4.003857 -4.168861 0.2602 -0.2619 0.8288 0.084
H -6.313511 4.351357 -5.251871 0.1236 0.1033 0.0145 0.086
H -6.826131 5.625057 -4.143041 -0.2433 -0.1176 0.0132 0.101
C 4.278089 -1.288003 1.149869 1.3686 -0.8530 -1.4503 -0.131
O 3.634669 -0.912503 2.328759 0.3566 0.2779 2.8958 -0.232
P 4.532749 -0.509013 3.647019 -0.8369 1.4203 0.1521 0.492
O 5.366309 0.707347 3.440919 -0.8197 -1.0832 0.0543 -0.246
O 5.336169 -1.804623 4.135819 -0.7077 1.5039 -0.1817 -0.201
C 6.213519 -1.530123 5.261659 0.7301 -1.3445 0.7615 -0.087
O 3.416739 -0.302773 4.842179 1.6769 -1.5547 -1.1365 -0.225
C 2.691909 0.898137 4.949929 -0.4982 0.7362 -1.0118 -0.098
H 4.607869 -0.445403 0.542109 -0.1969 0.2521 0.1373 0.100
H 3.657069 -1.947323 0.543459 -0.4684 0.2295 0.2356 0.069
H 5.170389 -1.890373 1.320289 0.1472 0.0460 0.2869 0.090
H 7.103229 -2.137323 5.094869 -0.0116 0.1204 -0.1637 0.092
H 5.763859 -1.923963 6.173139 -0.3296 0.0474 -0.1297 0.088
H 6.547239 -0.516043 5.481569 -0.5040 0.2340 -0.8091 0.089
H 3.175999 1.645347 4.321079 -0.0273 0.2870 0.2153 0.050
H 2.612889 1.267367 5.972439 0.1975 -0.3397 0.0407 0.093
H 1.698649 0.721647 4.537159 -0.2013 0.0605 0.1953 0.084
C 1.613509 -2.623093 -8.891251 -0.9780 0.4516 -2.5038 -0.152
O 1.834759 -3.105593 -7.632241 0.9107 -0.4076 3.0152 -0.208
P 2.246979 -2.054383 -6.509851 2.2155 1.3751 0.5351 0.511
O 3.086969 -0.917713 -7.077301 -1.7990 -2.7691 1.9257 -0.253
O 2.940529 -2.997003 -5.296091 -0.1859 2.1327 -2.4099 -0.230
C 2.205559 -4.045733 -4.742351 -1.3369 -1.5013 1.0862 -0.145
O 0.844579 -1.657963 -5.874661 -1.4166 -0.9462 -1.3632 -0.223
C 0.542019 -0.788653 -4.801311 2.3548 0.9458 0.9031 -0.081
H 1.103999 -3.445013 -9.394191 -0.1796 0.3078 -0.3123 0.096
H 2.488429 -2.358413 -9.485021 0.3964 -0.1640 0.4431 0.096
H 0.997619 -1.724133 -8.865841 -0.2719 -0.0610 -0.1264 0.089
H 2.739419 -4.990443 -4.639261 0.5611 0.2365 -0.7766 0.078
H 1.265149 -4.256333 -5.251641 0.0619 0.1112 -0.3384 0.089
H 1.930329 -3.896353 -3.698301 0.0571 0.8352 0.1203 0.070
H 1.346009 -1.044183 -4.111101 -0.1378 0.7325 0.7058 0.072
H -0.374351 -0.825623 -4.212241 -0.4901 -1.2242 -0.9061 0.083
H 0.628919 0.248627 -5.124721 0.2402 0.0170 -0.1106 0.084
C 0.263019 0.336577 9.026799 0.6245 2.2725 2.1864 -0.138
O -0.203691 0.465337 7.720319 -0.8763 0.6929 -2.5036 -0.240
P -0.904021 1.820087 7.082719 0.4719 -1.2100 2.0035 0.573
O -2.118651 2.171977 7.882519 1.2496 0.0286 -2.0251 -0.241
O 0.310089 2.932097 7.176449 -2.3079 -5.9150 1.1218 -0.251
C 0.030129 4.245167 6.890859 0.7384 1.1449 -1.0670 -0.120
O -1.059541 1.358927 5.483279 2.8577 -0.0558 4.2666 -0.240
C -2.148381 1.692127 4.732429 -1.3143 0.8837 -0.5964 -0.147
H -0.114821 -0.422173 9.712099 -0.1607 -0.9906 -1.2139 0.094
H -0.025541 1.189307 9.641359 -0.3128 0.6122 -0.2184 0.081
H 1.346749 0.439527 9.081909 0.1175 -0.7063 -0.3741 0.090
H -0.075341 4.830587 7.804229 0.2598 0.1561 -0.1885 0.102
H -0.861711 4.358927 6.274599 0.0816 0.2333 -0.1582 0.085
H 0.966659 4.271437 6.333779 -0.2493 2.8264 -0.4897 0.094
H -1.760451 1.788117 3.718329 -0.4661 -0.0253 -0.1688 0.080
H -2.532301 2.647547 5.090039 -0.4447 0.0612 -0.3735 0.079
H -2.920461 0.929427 4.833829 -0.1457 0.0016 -0.2762 0.098
C 0.091039 -6.898503 -2.008921 -0.3763 -0.9005 0.9680 -0.084
O 1.248959 -7.081883 -1.123471 0.7821 1.4337 -0.5453 -0.238
P 2.534269 -6.042293 -1.210391 -1.7864 1.1829 -0.5146 0.495
O 3.496759 -6.060813 -0.106281 -0.7012 -0.8658 -0.4886 -0.209
O 3.126389 -6.279263 -2.715281 -2.5468 0.3906 2.0224 -0.247
C 4.139779 -7.264823 -2.801701 1.7095 0.4992 -1.2579 -0.100
O 1.763239 -4.595533 -1.336561 0.1274 -1.4749 -0.9962 -0.258
C 1.045539 -3.976073 -0.266841 0.2845 0.3994 0.4006 -0.108
H -0.793841 -6.882783 -1.372641 0.0703 -0.0719 0.3866 0.069
H -0.010191 -7.819103 -2.583681 0.2568 0.2962 -0.3493 0.088
H -0.036051 -5.992173 -2.600951 1.0710 0.0007 -0.0944 0.085
H 4.992909 -6.586593 -2.784811 0.9159 -1.0503 0.5371 0.086
H 4.156119 -7.706063 -3.798261 -0.5209 0.1696 -0.1543 0.090
H 4.143689 -8.117203 -2.122341 -0.2074 0.5719 0.5498 0.098
H 0.072899 -3.536233 -0.487331 -0.0267 -0.2972 -1.2308 0.066
H 1.643249 -3.099063 -0.018431 0.0526 -0.2585 0.7136 0.075
H 0.797029 -4.641983 0.559539 0.7962 -0.1868 0.1922 0.081
C 4.129719 -1.806823 -2.227181 -0.1758 0.4101 -0.7277 -0.091
O 4.480519 -3.063693 -1.651971 0.7672 -0.6132 0.7136 -0.220
P 6.011889 -3.416293 -1.395741 -0.6012 -3.7869 -1.1079 0.387
O 6.841889 -2.320593 -1.025391 1.5510 2.4996 0.7410 -0.197
O 5.977519 -4.641173 -0.334531 0.0220 0.6289 -1.5030 -0.226
C 7.166599 -5.397823 -0.029961 0.2698 -0.4711 0.9311 -0.092
O 6.502849 -4.170003 -2.768421 -0.5484 0.5278 1.7552 -0.229
C 6.865669 -3.388903 -3.892381 -0.6744 0.4975 -1.0745 -0.113
H 4.925759 -1.065313 -2.294861 0.3671 -0.2058 0.6494 0.093
H 3.304359 -1.403373 -1.640571 -0.1058 -0.0281 -0.3051 0.071
H 3.881199 -1.980923 -3.274101 -0.5641 -0.0809 0.1072 0.076
H 7.066359 -5.741793 0.999479 -0.0191 0.7808 0.3264 0.087
H 8.104759 -4.860393 -0.168261 -0.2712 0.3590 0.0521 0.090
H 7.307689 -6.383853 -0.472591 -0.7393 0.2647 -1.2383 0.083
H 6.275529 -3.782703 -4.719871 0.8034 -0.6458 -0.3875 0.090
H 7.946919 -3.329623 -4.016851 -0.1546 -0.4206 -0.1802 0.096
H 6.494219 -2.366823 -3.966371 0.0035 0.3641 1.1125 0.081
C 2.478449 6.171547 -3.770491 -0.2179 1.4567 1.4152 -0.122
O 2.432549 4.781417 -3.632561 -0.4034 -2.8071 -1.6024 -0.228
P 1.640779 3.954587 -4.792021 0.6648 0.8923 -0.8671 0.426
O 2.324689 3.828017 -6.089221 -0.1930 -0.2566 0.9732 -0.222
O 1.231719 2.576867 -4.104561 0.4981 0.3158 -0.2508 -0.214
C 1.548769 2.234027 -2.758511 -0.1975 0.0108 0.4578 -0.112
O 0.271699 4.784007 -4.994661 0.1767 -1.1420 0.6418 -0.220
C -0.637111 4.296867 -5.994671 -0.7057 0.7381 -0.9564 -0.105
H 2.506699 6.581617 -4.780011 -0.6109 -0.3645 -0.0639 0.100
H 3.347959 6.606187 -3.277391 0.3193 -0.5696 0.0660 0.090
H 1.641979 6.403187 -3.111131 -0.2900 1.4197 -0.7447 0.095
H 0.804509 2.713667 -2.122791 0.3440 0.1715 0.3280 0.083
H 2.568249 2.500077 -2.479281 -0.0988 0.1658 -0.1167 0.099
H 1.424389 1.159337 -2.625591 0.0868 -0.0632 -0.3161 0.069
H -0.878851 5.169497 -6.601441 -0.1012 -0.0117 -0.0024 0.091
H -1.578871 3.903547 -5.611931 0.1682 0.1230 0.7273 0.078
H -0.295111 3.545477 -6.706401 0.8561 -0.0270 0.3855 0.082
C -2.285801 -0.864393 1.267949 0.2808 1.0859 -0.6537 -0.065
O -1.177531 -1.148873 0.423569 0.9677 -0.8176 -1.6333 -0.233
P -0.539471 -0.357383 -0.846031 -1.4045 1.5532 3.1593 0.473
O 0.465109 -1.125423 -1.563861 0.1324 0.1184 -0.0090 -0.203
O -1.809871 0.187477 -1.669911 0.8046 -1.5869 1.5082 -0.200
C -1.685631 1.343507 -2.432831 0.5678 1.4478 -1.9963 -0.117
O -0.087311 1.013067 -0.043551 0.7253 -0.9230 -0.8268 -0.242
C 1.239609 1.148637 0.553929 0.2755 0.5078 -0.1612 -0.052
H -3.017781 -1.660923 1.134359 -0.0254 0.0520 0.2395 0.074
H -2.671281 0.106867 0.957869 -0.5188 -0.0045 0.0122 0.062
H -1.953621 -0.735683 2.298099 0.1621 -0.5024 -0.0199 0.083
H -2.189551 1.215317 -3.390811 -1.0461 0.0434 0.3888 0.095
H -0.704011 1.529217 -2.868751 0.4185 -0.3126 0.7011 0.053
H -1.961391 2.235827 -1.870841 -0.3054 -0.1092 -0.1434 0.090
H 1.881489 1.777647 -0.062861 -0.1803 -0.1115 -0.4906 0.072
H 1.795219 0.230957 0.746999 -0.5338 -0.3156 -0.1083 0.077
H 1.189939 1.714897 1.483979 -0.6392 -0.2546 0.1324 0.083
C 5.122519 3.898537 5.218149 1.3059 0.4462 -1.1534 -0.078
O 4.678389 5.299587 5.224599 -1.0990 -0.9833 -1.6548 -0.222
P 3.733189 5.715037 3.940709 2.6343 1.2500 0.0940 0.492
O 2.329469 5.415417 4.156139 -1.0261 -0.4965 -0.1576 -0.232
O 4.092069 7.299507 3.816839 0.4808 -2.5530 -1.2169 -0.237
C 3.736159 8.249367 4.808709 -0.7994 -1.1345 0.5869 -0.094
O 4.416779 5.039597 2.579459 -0.8691 2.3044 2.6313 -0.221
C 3.890139 3.813787 2.118379 0.8221 -0.7538 -0.5732 -0.135
H 4.955429 3.338097 4.298319 -1.0117 0.2108 -0.0461 0.037
H 4.809729 3.267977 6.050409 0.0249 0.6913 0.2168 0.093
H 6.195499 4.000527 5.055619 0.2823 -0.2686 1.1244 0.098
H 4.204149 7.991657 5.758789 0.7144 0.5057 -0.1198 0.086
H 2.690139 8.048117 5.039879 -0.3871 0.8798 -0.2572 0.081
H 3.974289 9.222107 4.378389 -0.1991 -0.0992 0.4852 0.099
H 3.332399 3.963927 1.193989 -0.4552 0.0607 0.2793 0.086
H 3.372579 3.256347 2.899079 -0.3610 0.1428 -0.3178 0.057
H 4.782039 3.251317 1.842229 -0.1144 -0.3547 0.0190 0.095
C -0.397771 4.692517 2.072259 -0.6413 0.5326 -0.0715 -0.139
C -1.644331 3.934197 1.574299 1.9627 -1.2318 -0.6927 -0.207
C -2.778441 4.551967 2.282829 -0.4659 1.7713 0.2514 -0.172
O -2.424771 5.974127 2.447779 -0.2717 -1.4079 0.1004 -0.126
C -1.014881 6.100847 2.403869 1.1944 -1.1735 -0.6110 -0.186
H 0.356489 4.689627 1.285379 0.0183 0.3548 0.0132 0.102
H 0.111049 4.317487 2.960259 -0.3354 -0.3523 0.0814 0.088
H -1.521031 2.862677 1.731559 -0.2227 -0.2037 0.4734 0.081
H -1.607701 3.963987 0.485319 -0.6564 0.6267 -0.1549 0.111
H -2.891651 4.074937 3.256339 -0.1608 0.1252 0.2303 0.102
H -3.734231 4.560237 1.758919 0.0711 -0.0984 0.0464 0.105
H -0.559851 6.353167 3.361669 -0.3691 0.7181 -0.0064 0.110
H -0.761881 6.778907 1.588809 0.0479 0.4011 0.3569 0.118
C -3.357961 1.225387 -8.134721 2.0152 -0.9805 -1.5078 -0.181
C -4.439731 1.885737 -7.385031 -1.0649 0.4728 1.3463 -0.189
C -4.604261 0.962687 -6.183571 1.5160 -1.0919 -1.7771 -0.150
O -3.192821 0.674967 -5.936471 0.0863 -0.3362 2.7975 -0.179
C -2.428201 0.519587 -7.106621 -1.3108 1.6844 -0.9565 -0.196
H -2.739881 1.938877 -8.679721 -0.2841 -0.0925 -0.4413 0.113
H -3.683111 0.419257 -8.792391 -0.4777 0.4341 -0.3863 0.114
H -5.335991 2.081417 -7.973711 -0.0130 -0.0268 0.0951 0.120
H -4.093951 2.800167 -6.903001 0.0414 0.4363 -0.4886 0.111
H -4.990051 0.000747 -6.521131 -0.7539 -0.0576 0.2038 0.116
H -5.151531 1.352157 -5.325141 0.5548 -0.0542 0.1426 0.112
H -2.164901 -0.496673 -7.399841 -0.3633 -0.2787 0.3513 0.116
H -1.500931 1.092327 -7.090441 0.1394 -0.0694 0.7706 0.106
C -6.203911 -1.962633 0.845369 1.1276 -0.6428 1.6291 -0.198
C -6.448991 -0.720563 0.096199 0.8663 -0.5162 -1.6776 -0.142
C -7.718801 -1.120783 -0.707721 1.6741 1.8781 1.3691 -0.058
O -8.450031 -1.947763 0.172429 0.4220 -0.3248 0.9621 0.167
C -7.578151 -2.286413 1.304729 0.6812 -1.3541 -0.0097 -0.060
H -5.458061 -1.846393 1.631689 -0.4800 0.3448 0.6443 0.133
H -5.696091 -2.800593 0.367829 -0.5400 -0.0446 -0.9214 0.136
H -5.532111 -0.566343 -0.472711 -0.5145 0.6360 -0.5944 0.130
H -6.611201 0.112327 0.780359 -0.2896 0.1073 -0.2564 0.137
H -7.567861 -1.642083 -1.653001 -0.1145 -0.2964 -0.2468 0.185
H -8.246801 -0.185583 -0.894071 -0.9870 -0.1916 -0.4510 0.166
H -7.638761 -3.333013 1.603149 -1.0271 -0.2880 -0.4168 0.156
H -7.864491 -1.755613 2.212679 -0.6566 0.6552 -0.1037 0.180
C 0.889129 -3.809103 4.415649 0.6260 -1.6988 -1.9512 -0.186
C 0.635449 -2.984913 5.576709 -1.0599 0.8990 2.8345 -0.191
C -0.470281 -2.057933 5.088209 1.5465 0.1364 0.9344 -0.213
O -0.005001 -1.765213 3.803129 -0.9000 0.2027 -2.1189 -0.165
C 0.848339 -2.837203 3.254319 0.4724 1.8547 1.5089 -0.124
H 0.082599 -4.513693 4.212729 0.0149 -0.4647 0.4862 0.108
H 1.839989 -4.323563 4.554539 -0.0759 -0.2822 -0.5475 0.130
H 1.509349 -2.439963 5.933679 0.1325 0.3095 -0.4705 0.121
H 0.341009 -3.550323 6.460859 -0.2184 -0.2568 -0.0180 0.121
H -0.480571 -1.110103 5.626369 -0.2921 -0.1229 0.1124 0.095
H -1.431821 -2.563983 5.174489 -0.3857 -0.0183 -0.4415 0.113
H 1.803709 -2.315393 3.198779 0.1949 -0.3409 -0.6533 0.102
H 0.504259 -3.162923 2.272679 -0.1572 -0.1170 0.2816 0.093
C -2.642821 -6.114153 2.213589 2.1093 0.1173 2.1593 -0.215
C -3.943291 -6.403063 1.687539 -1.8546 -1.2408 -0.9838 -0.209
C -4.846801 -5.310183 2.215999 1.0267 -1.2209 -0.0459 -0.224
O -4.024531 -4.176513 2.114719 1.0777 1.2040 0.1172 -0.164
C -2.601821 -4.599333 2.265739 -0.6988 -0.7483 -0.8739 -0.123
H -1.822861 -6.517003 1.619039 0.0040 -0.0431 0.1119 0.124
H -2.578771 -6.529233 3.219429 0.3307 -0.0257 0.1464 0.124
H -4.275021 -7.382083 2.033339 -0.2020 -0.1817 -0.6985 0.131
H -3.819791 -6.290583 0.610419 -0.8497 -0.4340 -0.3032 0.128
H -5.081251 -5.507713 3.261999 -0.3999 0.0162 0.1262 0.126
H -5.732051 -5.334743 1.580519 -0.2365 0.8706 0.1260 0.113
H -2.115231 -4.287443 3.189889 -0.3331 0.7209 -0.2310 0.110
H -2.063951 -4.362283 1.347799 -0.0163 1.1410 0.2558 0.114
```
Positions in Å, forces in eV/Å.